{"formula": "C34H45FO33", "method": "wB97M-V/def2-TZVPD", "elements": ["O", "C", "O", "C", "C", "F", "O", "H", "H", "H", "C", "C", "C", "O", "C", "O", "O", "H", "H", "H", "H", "H", "H", "O", "C", "O", "C", "C", "O", "H", "H", "H", "H", "O", "C", "O", "C", "C", "O", "H", "H", "H", "H", "O", "C", "O", "C", "C", "O", "H", "H", "H", "H", "O", "C", "O", "C", "C", "O", "H", "H", "H", "H", "O", "C", "O", "C", "C", "O", "H", "H", "H", "H", "O", "C", "O", "C", "C", "O", "H", "H", "H", "H", "O", "C", "O", "C", "C", "O", "H", "H", "H", "H", "O", "C", "O", "C", "C", "O", "H", "H", "H", "H", "O", "C", "O", "C", "C", "O", "H", "H", "H", "H"], "coordinates": [[11.012, 6.251, -9.663], [12.214, 6.241, -9.814], [12.858, 6.020, -11.046], [14.279, 6.416, -10.917], [14.325, 6.081, -9.422], [15.294, 6.794, -8.822], [13.111, 6.455, -8.912], [14.915, 5.725, -11.471], [14.581, 7.412, -11.243], [14.536, 5.020, -9.290], [12.390, -0.060, -8.539], [11.035, -0.141, -7.842], [10.977, -0.638, -6.419], [10.195, 0.458, -5.818], [9.927, 1.391, -6.637], [9.379, 2.417, -6.342], [10.417, 1.112, -7.783], [12.195, 0.403, -9.506], [12.850, -1.016, -8.788], [13.180, 0.496, -8.033], [10.306, -0.697, -8.431], [11.896, -0.814, -5.861], [10.413, -1.569, -6.481], [13.759, 2.792, -10.139], [14.701, 2.569, -10.900], [14.878, 3.064, -12.082], [16.007, 2.494, -12.615], [16.269, 1.328, -11.827], [15.538, 1.625, -10.675], [15.719, 2.105, -13.592], [16.802, 3.237, -12.560], [17.330, 1.194, -11.615], [15.945, 0.373, -12.242], [9.425, -0.909, -2.842], [10.566, -1.030, -2.342], [11.050, -0.226, -1.324], [12.447, -0.398, -1.238], [12.785, -1.585, -2.071], [11.582, -1.796, -2.730], [12.916, 0.501, -1.638], [12.829, -0.581, -0.234], [12.987, -2.441, -1.427], [13.641, -1.343, -2.700], [8.217, 9.611, -8.670], [8.209, 8.605, -7.872], [7.322, 8.478, -6.937], [7.279, 7.152, -6.408], [8.485, 6.530, -7.086], [8.847, 7.464, -8.100], [7.442, 7.353, -5.349], [6.300, 6.735, -6.646], [8.218, 5.610, -7.606], [9.239, 6.293, -6.336], [15.672, 4.809, -5.555], [16.532, 5.651, -5.746], [17.244, 5.738, -6.822], [18.082, 6.912, -6.819], [18.183, 7.185, -5.333], [17.025, 6.552, -4.890], [19.077, 6.765, -7.239], [17.549, 7.637, -7.434], [18.112, 8.247, -5.095], [19.038, 6.711, -4.852], [19.897, -0.304, -7.217], [18.753, 0.107, -7.006], [18.250, 1.146, -7.548], [17.170, 1.601, -6.789], [17.142, 0.784, -5.560], [17.934, -0.337, -6.022], [17.313, 2.652, -6.538], [16.275, 1.414, -7.382], [16.094, 0.487, -5.510], [17.443, 1.334, -4.669], [5.990, 4.765, -4.555], [6.916, 4.375, -3.858], [6.880, 3.368, -2.969], [8.136, 3.165, -2.528], [9.104, 4.071, -3.264], [8.238, 4.812, -3.978], [8.180, 3.422, -1.470], [8.375, 2.103, -2.596], [9.777, 3.399, -3.796], [9.832, 4.646, -2.693], [11.829, 7.449, -6.254], [12.714, 8.299, -6.205], [12.739, 9.361, -7.035], [13.907, 10.188, -6.730], [14.694, 9.197, -5.879], [13.613, 8.452, -5.306], [14.381, 10.482, -7.666], [13.610, 11.112, -6.235], [15.184, 9.732, -5.065], [15.518, 8.768, -6.449], [12.777, 3.433, -0.848], [13.378, 4.328, -1.481], [12.781, 5.182, -2.395], [13.830, 6.020, -2.951], [15.181, 5.443, -2.405], [14.658, 4.587, -1.395], [13.919, 5.833, -4.022], [13.686, 7.088, -2.792], [15.902, 6.209, -2.120], [15.640, 4.754, -3.114], [13.175, 1.563, -3.878], [13.146, 2.405, -4.820], [12.314, 3.461, -4.833], [12.323, 4.178, -6.081], [13.114, 3.125, -6.977], [13.746, 2.274, -6.011], [11.381, 4.612, -6.417], [12.986, 5.038, -5.990], [13.825, 3.695, -7.576], [12.442, 2.565, -7.627]], "forces_ev_per_angstrom": [[2.835, -0.287, -0.416], [-4.049, -0.163, -2.920], [0.251, 1.053, -0.160], [-1.386, -1.888, 0.877], [1.982, 0.205, -1.577], [0.769, 0.655, 1.015], [1.019, 0.297, 2.568], [-0.386, -0.219, -0.077], [-0.783, 0.342, 0.399], [-0.205, -0.073, 0.294], [-0.178, 0.031, -0.684], [0.755, -0.875, -0.849], [-1.042, 0.490, 0.138], [0.912, -4.007, 3.505], [-0.849, 2.564, 0.991], [-0.303, 0.215, -0.153], [1.070, 1.470, -3.886], [0.224, 0.263, -0.009], [-0.429, -0.366, 0.292], [-0.392, 0.218, 0.299], [0.514, -0.569, -0.293], [-0.006, 0.464, -0.097], [-0.217, 0.136, 0.879], [1.923, 0.563, -1.268], [-4.788, 0.094, 2.803], [-1.642, 2.174, -0.707], [0.849, 0.913, -3.487], [1.652, -2.408, 1.207], [1.792, -2.339, 2.441], [0.604, 0.971, -0.577], [0.153, -0.141, -0.605], [-0.037, 0.085, 0.337], [-0.397, 0.092, -0.060], [4.377, -1.113, 1.919], [-2.428, 2.520, -0.367], [-1.275, -0.793, -0.393], [1.225, 1.416, 0.745], [0.333, 0.003, 1.074], [-1.369, -1.690, -2.681], [-0.082, 0.105, 0.132], [-0.609, 0.400, 0.289], [0.147, -0.245, -0.313], [-0.352, -0.411, -0.492], [0.802, -3.794, 3.524], [-0.850, 3.793, -5.382], [-1.051, 1.057, 0.963], [0.231, 0.975, 0.500], [-0.606, -1.499, -0.038], [0.977, 0.211, 0.517], [-0.368, -0.923, 0.092], [0.225, -0.169, 0.228], [0.139, -0.047, 0.119], [0.496, 0.408, -0.440], [1.094, 1.756, 0.012], [-0.568, -1.492, 0.987], [1.403, -0.473, -3.000], [0.213, -0.084, -0.225], [-0.025, 0.539, -0.673], [-2.240, -0.105, 2.719], [-0.316, -0.581, -0.267], [0.095, 0.325, 0.306], [0.203, -0.105, 0.127], [0.134, 0.151, -0.125], [-3.080, 0.236, 0.075], [4.439, -2.258, 1.574], [0.128, 2.261, -1.974], [-1.245, 1.805, -0.758], [-1.143, -1.009, -0.830], [0.215, -0.405, 1.379], [-0.218, 0.095, -0.510], [-0.106, 0.499, 0.003], [0.214, -0.427, 0.920], [0.603, -0.702, 0.102], [2.266, -0.543, 1.977], [-0.622, 0.355, -2.271], [-2.379, 1.515, -1.781], [2.999, -1.586, 3.681], [1.716, -2.584, 1.156], [-2.870, 2.212, -2.381], [-0.153, -0.170, 0.308], [0.123, 0.046, -0.201], [-0.249, 0.288, -1.183], [-0.671, 0.430, 0.557], [2.387, 1.642, 0.381], [-5.247, -0.995, -2.152], [0.546, 0.637, -0.836], [-0.662, -0.628, -0.671], [0.160, 2.738, 0.923], [3.747, -1.417, 1.934], [0.012, -0.293, 0.003], [-0.219, -0.265, 0.306], [-0.095, -0.170, 0.196], [-0.666, -1.324, -0.056], [2.070, 3.336, -2.204], [-3.328, -2.127, 0.854], [1.412, -0.050, 0.693], [0.941, -0.677, -1.048], [-1.990, -0.336, -0.707], [1.956, -0.310, 1.731], [-0.723, 0.245, -0.100], [-0.303, -0.244, 0.396], [-0.218, -0.287, 0.743], [0.062, 0.390, -0.221], [0.678, 3.217, -3.432], [-1.790, -2.398, 2.381], [-0.343, 0.010, 0.682], [2.391, -0.768, -0.574], [-1.497, 1.806, 0.151], [0.367, -0.224, -0.152], [-0.315, -0.978, 0.219], [-0.003, 0.074, 0.381], [0.292, -0.588, 0.135], [0.239, -0.175, 0.126]], "gap_ev": 8.715, "smiles": "O=C1OC[C@@H](F)O1.C[C@H]1COC(=O)O1.O=C1OCCO1.O=C1OCCO1.O=C1OCCO1.O=C1OCCO1.O=C1OCCO1.O=C1OCCO1.O=C1OCCO1.O=C1OCCO1.O=C1OCCO1", "e_homo_ev": -9.27}